# 1
7 unconnected molecules or ions with the total composition C9H31FN11O6 at a distorted geometry, computed with ωB97M-V/def2-TZVPD.

ORCA input file:
```
! wB97M-V def2-TZVPD RIJCOSX def2/J DEFGRID3
* xyz -1 1
F -4.55 -22.88 19.15
C -4.25 -26.62 19.16
O -4.37 -27.83 19.33
N -3.95 -26.08 17.93
N -4.46 -25.68 20.11
H -4.29 -25.16 17.69
H -4.07 -26.87 17.31
H -4.88 -25.88 21.00
H -4.61 -24.74 19.76
C -5.50 -22.94 22.54
O -5.70 -23.10 23.73
N -4.32 -23.10 21.90
N -6.49 -22.52 21.68
H -4.25 -22.99 20.89
H -3.55 -23.43 22.45
H -7.38 -22.22 22.03
H -6.22 -22.38 20.72
C -3.93 -23.51 15.35
O -3.42 -23.97 14.33
N -3.41 -23.61 16.61
N -5.09 -22.81 15.40
H -2.51 -23.99 16.82
H -3.92 -23.05 17.29
H -5.63 -22.87 16.26
H -5.56 -22.66 14.52
C -7.66 -23.92 17.66
O -8.73 -24.27 17.18
N -6.83 -24.76 18.34
N -7.20 -22.63 17.62
H -6.04 -24.41 18.86
H -7.18 -25.67 18.58
H -7.80 -22.06 17.06
H -6.34 -22.34 18.06
C -1.87 -20.62 19.88
O -0.81 -20.02 20.00
N -1.98 -21.77 19.15
N -3.06 -20.26 20.41
H -1.36 -21.80 18.36
H -2.87 -22.27 19.09
H -3.75 -20.98 20.29
H -3.02 -19.60 21.17
C -4.61 -19.49 17.04
C -5.49 -19.13 18.22
C -6.84 -18.51 17.91
O -6.56 -17.16 17.56
C -7.72 -16.37 17.46
N -5.69 -20.29 19.14
H -4.57 -18.70 16.30
H -4.97 -20.41 16.56
H -3.57 -19.73 17.28
H -4.87 -18.49 18.85
H -7.43 -18.51 18.83
H -7.32 -19.05 17.10
H -7.48 -15.35 17.15
H -8.26 -16.27 18.42
H -8.40 -16.84 16.75
H -4.84 -20.85 19.12
H -5.99 -20.08 20.08
*
```

Values from the calculation:
max |F|: 2.73 eV/A
energy relative to the best compared isomer or geometry (same formula, charge and spin): 0.604 eV
total energy: -1515.4567 a.u.
orbital gap: 9.37 eV
E_HOMO: -6.8834 eV

# 2
A molecular structure, C9H31Fe2NO11P at a distorted geometry, computed with ωB97M-V/def2-TZVPD.

ORCA input file:
```
! wB97M-V def2-TZVPD RIJCOSX def2/J DEFGRID3
* xyz 1 9
Fe -1.74 -16.87 1.20
Fe -4.00 -14.07 -0.29
P -2.73 -14.55 1.92
O -2.64 -15.22 0.57
O -2.55 -15.89 2.72
O -4.13 -13.95 1.67
O -1.64 -13.45 1.95
C -2.20 -11.28 -1.07
O -2.82 -12.40 -0.43
H -2.68 -11.02 -2.01
H -2.12 -10.39 -0.44
H -1.19 -11.60 -1.33
H -2.30 -12.52 0.37
C -3.97 -15.92 5.47
O -3.45 -17.00 4.77
H -3.16 -15.25 5.75
H -4.71 -15.39 4.87
H -4.47 -16.44 6.28
H -3.00 -16.56 4.04
C -0.05 -14.96 4.50
O 0.23 -13.79 3.87
H -0.97 -14.78 5.07
H -0.22 -15.71 3.73
H 0.77 -15.28 5.13
H -0.40 -13.66 3.16
C -6.83 -15.51 2.83
O -6.28 -14.20 3.10
H -6.88 -15.67 1.76
H -6.20 -16.25 3.33
H -7.87 -15.60 3.16
H -5.50 -14.03 2.57
C 0.84 -11.38 0.92
O 0.53 -12.77 0.71
H 1.02 -11.16 1.97
H 1.78 -11.13 0.42
H -0.01 -10.82 0.53
H -0.16 -12.98 1.34
C -1.87 -11.03 3.79
O -2.09 -11.02 2.38
H -2.63 -11.69 4.22
H -0.86 -11.38 3.99
H -1.92 -10.03 4.21
H -2.19 -11.96 2.18
C -4.50 -18.74 1.49
O -3.49 -18.16 1.10
N -4.90 -19.95 0.99
C -6.21 -20.47 1.36
C -4.00 -20.77 0.17
H -5.17 -18.40 2.29
H -6.83 -20.65 0.48
H -6.75 -19.75 1.99
H -6.03 -21.36 1.96
H -3.00 -20.35 0.07
H -4.01 -21.74 0.66
H -4.42 -20.87 -0.83
*
```

Values from the calculation:
max |F|: 6.68 eV/A
total energy: -4112.3926 a.u.
orbital gap (alpha / beta): 6.33 / 6.20 eV
E_HOMO (alpha / beta): -11.6508 / -11.6497 eV

# 3
A molecular structure, C9H31LuP3 at a distorted geometry, computed with ωB97M-V/def2-TZVPD.

ORCA input file:
```
! wB97M-V def2-TZVPD RIJCOSX def2/J DEFGRID3
* xyz 1 1
Lu -0.81 0.13 -0.79
H 3.67 0.98 1.26
H 3.85 0.28 1.08
P 0.10 2.66 -1.05
P -0.02 -2.45 -1.09
C -1.20 -3.64 -0.32
H -1.04 -4.62 -0.77
H -1.01 -3.68 0.76
H -2.23 -3.32 -0.50
C -0.23 -2.88 -2.87
H 0.61 -2.44 -3.42
H -0.24 -3.97 -3.01
H -1.18 -2.45 -3.24
C 1.55 -3.32 -0.75
H 1.79 -3.25 0.32
H 1.43 -4.37 -1.03
H 2.34 -2.86 -1.35
C -0.30 3.13 -2.79
H -0.24 4.22 -2.93
H 0.41 2.64 -3.45
H -1.32 2.79 -3.04
C -0.89 3.90 -0.13
H -0.62 3.87 0.93
H -0.68 4.90 -0.54
H -1.96 3.68 -0.23
C 1.74 3.45 -0.92
H 2.45 2.94 -1.57
H 1.66 4.51 -1.22
H 2.10 3.40 0.11
H 0.74 0.09 -1.75
H -2.57 0.20 -1.24
C -1.95 -1.25 2.59
P -0.58 -0.30 1.85
C -0.72 1.28 2.76
C 0.84 -1.08 2.71
H -2.89 -0.82 2.22
H -1.91 -1.19 3.69
H -1.87 -2.28 2.25
H -0.83 1.11 3.84
H 0.18 1.87 2.56
H -1.59 1.86 2.41
H 0.68 -1.09 3.80
H 1.00 -2.11 2.37
H 1.75 -0.52 2.48
*
```

Values from the calculation:
max |F|: 2.23 eV/A
energy relative to the best compared isomer or geometry (same formula, charge and spin): 0.000 eV
total energy: -2620.7867 a.u.
orbital gap: 8.65 eV
E_HOMO: -11.5168 eV

# 4
7 unconnected molecules or ions with the total composition C9H32O7 at a distorted geometry, computed with ωB97M-V/def2-TZVPD.

ORCA input file:
```
! wB97M-V def2-TZVPD RIJCOSX def2/J DEFGRID3
* xyz 0 1
O 1.47 -0.12 -0.57
H 2.36 0.20 -0.37
H 0.95 0.09 0.21
O 4.03 0.90 0.33
H 4.37 1.79 0.38
H 4.62 0.37 0.87
O 3.01 -2.85 -0.75
H 2.60 -1.98 -0.81
H 2.77 -3.29 -1.56
O 1.08 0.67 -3.41
H 1.48 0.30 -2.61
H 0.39 1.25 -3.08
C -0.11 2.63 2.84
C 1.07 2.55 3.78
C 2.32 2.03 3.10
O 1.42 3.87 4.26
H 0.08 3.41 2.10
H -1.05 2.86 3.34
H -0.27 1.67 2.34
H 0.88 1.93 4.66
H 3.11 1.93 3.84
H 2.63 2.73 2.33
H 2.12 1.05 2.66
H 0.74 4.13 4.88
C -0.92 -2.38 -1.63
C -0.58 -3.79 -2.12
C -0.30 -3.85 -3.60
O 0.58 -4.32 -1.46
H -0.94 -2.35 -0.54
H -1.87 -2.07 -2.08
H -0.16 -1.68 -1.99
H -1.42 -4.45 -1.90
H 0.18 -4.80 -3.82
H 0.29 -2.99 -3.93
H -1.23 -3.81 -4.18
H 0.51 -4.15 -0.52
C -3.87 0.06 0.40
C -3.18 1.39 0.16
C -1.82 1.23 -0.49
O -4.08 2.18 -0.63
H -4.81 0.20 0.93
H -3.23 -0.61 0.97
H -4.09 -0.41 -0.56
H -3.09 1.87 1.14
H -1.82 1.61 -1.52
H -1.56 0.18 -0.60
H -0.97 1.74 -0.02
H -3.68 3.05 -0.74
*
```

Values from the calculation:
max |F|: 1.15 eV/A
energy relative to the best compared isomer or geometry (same formula, charge and spin): 0.717 eV
total energy: -888.7637 a.u.
orbital gap: 10.16 eV
E_HOMO: -9.9761 eV
structure (SMILES): CC(C)O.CC(C)O.CC(C)O.O.O.O.O

# 5
8 unconnected molecules or ions with the total composition C9H34O8 at a distorted geometry, computed with ωB97M-V/def2-TZVPD.

ORCA input file:
```
! wB97M-V def2-TZVPD RIJCOSX def2/J DEFGRID3
* xyz 0 1
C -1.25 1.39 4.09
O -1.12 0.03 4.23
H -0.79 1.87 4.95
H -0.77 1.71 3.16
H -2.31 1.63 4.09
H -1.38 -0.30 5.10
C -0.15 -0.61 0.38
O -0.54 0.61 -0.26
H -0.44 -0.56 1.43
H -0.71 -1.48 0.02
H 0.91 -0.80 0.17
H 0.08 1.30 -0.02
C 0.88 -4.26 0.23
O 0.39 -5.50 -0.18
H 0.42 -3.98 1.18
H 1.94 -4.29 0.45
H 0.64 -3.44 -0.44
H 0.27 -6.06 0.59
C -3.46 1.76 0.81
O -3.30 0.91 -0.32
H -3.44 1.14 1.71
H -2.74 2.57 0.97
H -4.47 2.19 0.83
H -2.37 0.71 -0.42
C 2.49 2.10 0.32
O 1.15 2.54 0.52
H 2.98 1.76 1.24
H 2.51 1.32 -0.44
H 3.03 2.96 -0.09
H 1.24 3.37 1.00
C 2.34 -0.91 -2.85
O 2.29 -0.68 -4.27
H 1.48 -0.54 -2.29
H 2.39 -1.99 -2.76
H 3.31 -0.53 -2.51
H 1.49 -1.11 -4.56
C -0.44 -3.44 4.13
O -1.22 -2.61 3.31
H 0.58 -3.40 3.75
H -0.44 -3.06 5.15
H -0.76 -4.48 4.10
H -0.89 -1.72 3.48
C -0.18 1.82 -3.88
C 0.29 2.93 -4.89
O -0.37 4.10 -4.52
H -1.25 1.64 -3.99
H -0.03 1.96 -2.81
H 0.22 0.85 -4.15
H 0.16 2.67 -5.94
H 1.36 3.08 -4.76
H -0.03 4.84 -5.03
*
```

Values from the calculation:
max |F|: 2.56 eV/A
energy relative to the best compared isomer or geometry (same formula, charge and spin): 4.616 eV
total energy: -965.0474 a.u.
orbital gap: 9.67 eV
E_HOMO: -9.3969 eV
structure (SMILES): CCO.CO.CO.CO.CO.CO.CO.CO